[1]
Molecular formula: C52H125NO32P8
Method: DFT, wB97M-V/def2-TZVPD

- Expectation value of S²: 0.7504
- Spin multiplicity: 2
- Gap between HOMO and LUMO (spin up / spin down): 1.280 / 8.601 eV
- HOMO (spin up / spin down): 0.636 / -6.704 eV
- Charge: -1
- Strongest force on any atom: 5.25 eV/Å
- Total energy: -7250.09324 Ha

Last column: Mulliken spin population.
Geometry (Å):
C -11.2556 -5.5005 -28.3676  0.011
C -12.7343 -5.5148 -28.7742  0.056
O -12.7901 -5.7134 -30.1821  -0.018
P -14.2279 -5.9742 -30.9474  0.077
O -15.3083 -5.0010 -30.6630  0.002
O -14.6458 -7.4674 -30.4241  -0.012
C -14.1385 -8.6410 -31.0051  0.043
C -13.9844 -9.6593 -29.9045  0.003
O -13.7967 -6.0904 -32.4897  -0.079
C -13.3690 -5.0271 -33.3881  -0.405
C -14.5830 -4.8963 -34.2885  0.085
H -11.1554 -4.7295 -27.6036  -0.013
H -10.9387 -6.5161 -28.1304  0.000
H -10.5605 -5.1983 -29.1510  0.044
H -13.0332 -6.3496 -28.1402  -0.010
H -13.3465 -4.6700 -28.4584  0.013
H -14.7875 -9.0931 -31.7550  -0.001
H -13.2487 -8.4232 -31.5959  0.050
H -13.0446 -9.5534 -29.3626  -0.007
H -14.7718 -9.6468 -29.1509  0.000
H -13.9798 -10.6969 -30.2383  0.001
H -13.1368 -4.0833 -32.8947  0.145
H -12.4528 -5.4504 -33.7998  0.020
H -14.3328 -4.4581 -35.2546  -0.102
H -15.1405 -5.8251 -34.4100  0.042
H -15.2728 -4.2093 -33.7984  0.062
C -8.3379 4.3495 -40.0549  0.003
C -8.8105 3.6485 -41.3373  0.008
O -10.0155 2.8945 -41.1121  -0.005
P -10.1714 1.4431 -40.3400  -0.292
O -10.3860 1.6463 -38.8604  0.068
O -11.3673 0.8252 -41.0545  -0.003
C -12.6374 1.3610 -40.9578  0.064
C -13.6659 0.2422 -40.7130  0.131
O -8.8590 0.5737 -40.8365  -0.033
C -8.8379 -0.8276 -40.6649  0.108
C -7.6614 -1.2344 -39.7852  -0.045
H -9.0916 5.1219 -39.9015  0.001
H -8.2212 3.6228 -39.2509  0.033
H -7.3914 4.8499 -40.2595  -0.010
H -8.9875 4.2994 -42.1935  -0.016
H -8.0258 2.9158 -41.5257  0.018
H -12.6257 1.9905 -40.0680  -0.017
H -13.0829 2.0300 -41.6940  -0.022
H -13.5945 -0.2998 -41.6560  -0.040
H -13.1266 -0.5247 -40.1570  0.039
H -14.6121 0.4183 -40.2012  -0.051
H -9.7828 -1.1706 -40.2436  0.009
H -8.6641 -1.4335 -41.5542  0.019
H -7.8107 -2.1749 -39.2548  0.014
H -6.8155 -1.0779 -40.4546  -0.009
H -7.4881 -0.4438 -39.0553  0.030
C -9.1937 0.9323 -29.7932  0.286
C -9.6830 -0.2318 -28.8360  -0.040
O -9.9981 0.4200 -27.6827  0.004
P -10.9953 -0.3658 -26.6780  -0.319
O -11.9979 -1.1956 -27.4008  0.048
O -9.9610 -1.2628 -25.8320  -0.071
C -10.5402 -2.2406 -24.9002  0.034
C -11.7751 -1.8875 -23.9651  0.038
O -11.5572 0.7419 -25.6765  -0.283
C -11.8555 2.0663 -26.1750  0.659
C -12.4211 2.6728 -24.8862  0.090
H -8.8939 1.7576 -29.1475  -0.107
H -8.3702 0.6201 -30.4354  0.103
H -10.0011 1.4029 -30.3543  -0.036
H -10.4339 -0.7590 -29.4243  0.039
H -8.9073 -0.9971 -28.8079  -0.085
H -10.7923 -3.0709 -25.5600  0.017
H -9.8622 -2.6048 -24.1284  -0.018
H -12.6651 -1.6389 -24.5433  -0.013
H -12.0526 -2.7785 -23.4019  -0.018
H -11.6265 -0.9843 -23.3733  0.008
H -11.0278 2.6196 -26.6190  0.004
H -12.6141 1.9756 -26.9524  -0.131
H -12.3736 3.7611 -24.8499  -0.015
H -13.4604 2.3446 -24.9041  -0.022
H -11.8211 2.3045 -24.0540  0.004
C -8.4829 -4.5582 -37.3596  -0.057
C -7.0038 -4.7940 -37.7417  -0.076
O -6.9707 -6.2121 -37.8762  0.009
P -5.8338 -6.7985 -38.7823  0.045
O -5.7748 -6.0483 -40.0496  -0.001
O -4.5715 -6.8662 -37.8616  -0.003
C -3.1897 -7.1724 -38.3275  0.006
C -2.2888 -6.1544 -37.7578  0.005
O -6.1442 -8.3834 -39.0071  0.000
C -6.6070 -9.2280 -38.0032  0.068
C -6.6140 -10.6584 -38.3251  -0.012
H -8.8587 -4.7802 -38.3584  0.014
H -8.6838 -5.3573 -36.6461  -0.024
H -8.7493 -3.5333 -37.1013  0.009
H -6.6253 -4.1805 -38.5593  0.021
H -6.4712 -4.5307 -36.8279  0.017
H -2.8580 -8.2014 -38.1889  -0.005
H -3.0555 -7.0784 -39.4051  0.002
H -1.2469 -6.0656 -38.0654  -0.002
H -2.6132 -5.1171 -37.8410  0.000
H -2.4822 -6.3042 -36.6956  0.000
H -5.8969 -9.0644 -37.1925  0.016
H -7.6211 -8.9148 -37.7550  0.002
H -5.7051 -11.2367 -38.4912  -0.001
H -7.1248 -11.2384 -37.5564  -0.007
H -7.2961 -10.9196 -39.1343  0.000
C -10.2874 -3.4418 -31.8412  0.007
C -9.7851 -2.8794 -33.1629  0.079
O -10.8523 -2.5124 -33.9697  0.037
P -11.7458 -1.1339 -33.7987  -1.745
O -10.8866 0.0243 -33.5318  0.351
O -12.7658 -1.5382 -32.6651  -0.131
C -13.5289 -0.5340 -31.9413  1.029
C -13.7553 -1.1515 -30.5392  0.185
O -12.7017 -1.1943 -35.1593  0.208
C -12.3361 -0.5428 -36.3593  0.175
C -11.2243 -1.2517 -37.1111  -0.064
H -10.8168 -4.3172 -32.2172  0.040
H -9.5529 -3.7056 -31.0803  -0.022
H -11.1023 -2.8806 -31.3840  0.074
H -9.3348 -1.8921 -33.0607  0.023
H -9.0797 -3.5941 -33.5868  -0.018
H -13.0501 0.4273 -31.7549  -0.006
H -14.5273 -0.3492 -32.3376  -0.020
H -14.1649 -2.1616 -30.5273  0.042
H -12.8258 -1.2261 -29.9748  -0.071
H -14.3003 -0.5121 -29.8448  -0.019
H -13.1672 -0.3307 -37.0319  0.098
H -11.9101 0.3530 -35.9075  -0.031
H -11.3100 -2.2866 -37.4424  0.010
H -10.9368 -0.6496 -37.9730  -0.022
H -10.3115 -1.2938 -36.5167  0.027
C -17.5410 -2.0747 -32.6590  0.127
C -17.6685 -1.7891 -31.1484  -0.236
O -18.2711 -0.5489 -30.8889  -0.008
P -19.5484 -0.4875 -29.8880  0.071
O -20.3472 -1.7138 -29.6995  -0.004
O -18.8498 0.1874 -28.6112  -0.144
C -19.5451 0.2001 -27.3023  0.068
C -19.8188 -1.2301 -26.8306  0.012
O -20.4592 0.7439 -30.4225  -0.059
C -20.5053 1.1007 -31.8005  -0.105
C -20.9561 -0.0598 -32.5581  -0.009
H -16.6172 -1.5817 -32.9615  -0.025
H -17.2462 -3.1017 -32.8743  0.046
H -18.4343 -1.6578 -33.1241  0.013
H -18.3738 -2.5274 -30.7669  -0.023
H -16.7122 -1.8843 -30.6341  0.105
H -18.8674 0.7082 -26.6162  -0.006
H -20.3319 0.9437 -27.4297  -0.002
H -19.1693 -1.9491 -27.3299  0.015
H -19.5196 -1.3740 -25.7924  -0.018
H -20.8422 -1.4965 -27.0947  0.003
H -21.1150 1.9886 -31.9681  0.003
H -19.5268 1.4060 -32.1713  0.105
H -22.0142 -0.2667 -32.7188  -0.011
H -20.6895 0.1905 -33.5849  0.018
H -20.2339 -0.8760 -32.5677  0.015
C -4.7337 2.3348 -40.1013  0.019
C -5.7520 1.5893 -39.1827  -0.015
O -5.5170 2.1307 -37.9373  -0.007
P -5.0631 1.2022 -36.6875  0.020
O -5.0579 -0.2415 -36.9759  -0.008
O -3.6097 1.7615 -36.2186  -0.009
C -3.3390 3.1711 -35.9263  0.049
C -1.8684 3.3501 -36.0941  0.006
O -6.0930 1.6992 -35.5694  -0.081
C -7.4563 1.5003 -35.8498  -0.120
C -8.2963 1.0733 -34.6374  0.086
H -5.0560 3.3700 -39.9884  0.006
H -3.6567 2.1939 -40.0098  -0.010
H -4.9930 2.1774 -41.1483  -0.002
H -6.7194 1.8755 -39.5954  0.004
H -5.6771 0.5088 -39.3044  0.009
H -3.8098 3.7175 -36.7437  -0.004
H -3.6832 3.5315 -34.9569  -0.004
H -1.5593 4.3751 -35.8893  -0.002
H -1.2762 2.6721 -35.4795  -0.002
H -1.4964 3.0805 -37.0825  0.002
H -7.8885 2.3429 -36.3896  0.008
H -7.4953 0.6335 -36.5095  0.045
H -8.2569 0.0154 -34.3778  0.060
H -8.1213 1.5576 -33.6767  0.101
H -9.3199 1.3213 -34.9179  0.042
C -13.8475 7.2598 -33.6532  0.304
C -14.9852 6.6812 -34.4246  0.162
O -14.4126 5.8650 -35.4156  -0.158
P -15.2355 5.1458 -36.5517  -0.115
O -15.8948 6.0058 -37.6238  -0.012
O -14.1735 4.0951 -37.0953  -0.086
C -13.1826 4.4085 -38.0215  -0.005
C -11.9585 3.7160 -37.3937  0.134
O -16.3907 4.2483 -35.8494  -0.156
C -15.9556 3.2204 -34.9453  -0.118
C -17.1759 2.5165 -34.2338  0.344
H -13.3529 6.4211 -33.1633  -0.114
H -13.1023 7.6252 -34.3599  -0.021
H -13.9828 8.0627 -32.9286  -0.019
H -15.7785 6.2052 -33.8483  -0.020
H -15.4753 7.4049 -35.0759  -0.001
H -13.5483 4.1425 -39.0133  0.013
H -12.9716 5.4775 -38.0502  -0.004
H -10.9927 4.0534 -37.7698  0.014
H -11.7675 4.0258 -36.3662  -0.016
H -12.0173 2.6307 -37.4749  0.034
H -15.2751 2.5650 -35.4888  0.112
H -15.1513 3.5399 -34.2826  0.000
H -18.1333 3.0374 -34.2392  0.124
H -17.2948 1.6796 -34.9220  0.099
H -16.9561 1.9384 -33.3362  -0.157
N -13.3303 -6.1595 -38.3278  -0.060
C -13.5804 -6.3866 -39.6931  0.046
C -12.7560 -5.5287 -40.4414  0.033
C -11.8228 -4.9837 -39.5173  -0.023
C -12.2196 -5.3749 -38.2909  0.210
H -13.7494 -6.6095 -37.5265  -0.031
H -14.4357 -6.9016 -40.1049  -0.017
H -12.7472 -5.3118 -41.4994  -0.032
H -10.9579 -4.4121 -39.8199  -0.004
H -11.6897 -5.1026 -37.3901  -0.048



[2]
Molecular formula: C52H131N9O17
Method: DFT, wB97M-V/def2-TZVPD

- Energy above the lowest of the compared OMol25 structures with the same formula, charge and spin: 0.000 eV
- Gap between HOMO and LUMO: 8.882 eV
- HOMO: -8.248 eV
- Charge: 0
- Strongest force on any atom: 1.79 eV/Å
- Total energy: -3831.31302 Ha

Last column: Löwdin charge in e.
Geometry (Å):
C 0.0133 0.9732 -2.5708  -0.111
O 0.3229 1.0693 -1.2189  -0.201
C 0.7735 -0.1124 -0.5844  -0.175
C -0.1646 -1.3265 -0.6536  -0.400
C -1.5245 -1.0281 -0.0494  -0.063
N 0.4373 -2.4099 0.1287  0.072
H 0.8110 0.5312 -3.1858  0.090
H -0.2449 1.9486 -2.9866  0.080
H -0.8752 0.3699 -2.8139  0.079
H 1.7720 -0.3890 -0.9566  0.112
H 0.9484 0.1817 0.4539  0.092
H -0.2894 -1.6515 -1.6890  0.125
H -1.4395 -0.8394 1.0235  0.070
H -2.2060 -1.8620 -0.2101  0.069
H -1.9942 -0.1239 -0.4574  0.075
H 0.8089 -2.1087 1.0393  0.048
H 1.1917 -2.8018 -0.4407  0.033
C 6.3446 -1.2118 0.4755  -0.096
O 5.6581 -2.4604 0.4245  -0.177
C 4.6082 -2.4077 -0.5198  -0.232
C 3.7327 -3.6304 -0.3337  -0.195
N 2.6906 -3.7666 -1.3520  -0.058
C 2.2317 -5.1516 -1.3463  -0.205
C 1.0739 -5.2993 -2.3169  -0.222
O 1.5935 -5.3102 -3.6385  -0.205
C 0.6424 -5.0140 -4.6390  -0.103
H 6.8135 -1.0320 -0.4961  0.089
H 7.0753 -1.3581 1.2696  0.087
H 5.7103 -0.3621 0.7427  0.084
H 5.0686 -2.4209 -1.5196  0.105
H 3.9890 -1.4990 -0.4955  0.108
H 3.2737 -3.5806 0.6596  0.116
H 4.4152 -4.4927 -0.3020  0.117
H 3.0427 -3.5191 -2.2773  0.081
H 1.7996 -5.4054 -0.3732  0.108
H 3.0215 -5.8590 -1.6214  0.113
H 0.3117 -4.5241 -2.1818  0.111
H 0.5945 -6.2794 -2.1689  0.124
H 0.3461 -3.9613 -4.6005  0.083
H -0.2476 -5.6519 -4.5668  0.088
H 1.1350 -5.2597 -5.5796  0.084
C -3.6990 0.6978 1.7833  -0.104
O -4.0436 0.9796 3.1207  -0.179
C -3.8609 2.3341 3.4336  -0.229
C -3.6505 2.4940 4.9314  -0.203
N -2.3665 2.0202 5.4458  -0.033
C -2.2167 0.5680 5.3839  -0.198
C -1.1119 0.0303 6.2679  -0.223
O 0.1954 0.4045 5.8827  -0.247
C 1.1914 -0.0563 6.7736  -0.110
H -2.6398 0.9543 1.6725  0.062
H -4.2708 1.1222 0.9549  0.085
H -3.7095 -0.3876 1.6784  0.086
H -4.7171 2.9376 3.1026  0.124
H -2.9590 2.7828 2.9919  0.121
H -4.4512 2.1048 5.5697  0.120
H -3.7588 3.5527 5.1988  0.114
H -1.6173 2.3758 4.8547  0.081
H -2.1032 0.1493 4.3773  0.116
H -3.0930 0.1321 5.8773  0.130
H -1.1801 -1.0673 6.2807  0.123
H -1.2954 0.3842 7.2952  0.127
H 2.1636 0.3631 6.5323  0.091
H 1.2244 -1.1454 6.8622  0.082
H 0.9108 0.3577 7.7536  0.088
C 6.1234 7.4733 -0.2438  -0.087
O 5.0549 6.7737 -0.8863  -0.208
C 5.5246 5.7166 -1.6912  -0.252
C 4.3263 4.9211 -2.1681  -0.200
N 3.8153 4.0428 -1.1068  -0.035
C 2.5449 3.4167 -1.4819  -0.206
C 1.2770 4.2773 -1.4120  -0.169
O 0.7882 4.7874 -0.1555  -0.209
C 1.6674 5.4222 0.7504  -0.110
H 6.6761 6.7305 0.3442  0.088
H 5.6461 8.2339 0.3670  0.088
H 6.8016 7.9005 -0.9921  0.088
H 6.2788 5.0834 -1.1995  0.123
H 6.1133 6.1461 -2.5167  0.123
H 4.4671 4.3123 -3.0604  0.115
H 3.6238 5.7388 -2.3927  0.116
H 3.6109 4.6832 -0.3602  0.054
H 2.3706 2.5235 -0.8765  0.105
H 2.6001 3.0577 -2.5139  0.103
H 0.4330 3.7359 -1.8277  0.078
H 1.4100 5.1836 -2.0206  0.121
H 2.2496 4.6508 1.2631  0.075
H 1.0707 5.9488 1.4939  0.095
H 2.3038 6.1713 0.2687  0.090
C 4.5688 0.8735 -2.6962  -0.101
O 4.8018 -0.1076 -3.6736  -0.188
C 3.6480 -0.5410 -4.3503  -0.231
C 3.9873 -1.8043 -5.1204  -0.179
N 4.1504 -2.9082 -4.1498  -0.051
C 4.8553 -4.0462 -4.7249  -0.206
C 5.3535 -4.9303 -3.6202  -0.220
O 6.4664 -4.2961 -3.0132  -0.205
C 7.3575 -5.1280 -2.3025  -0.094
H 3.9849 0.4459 -1.8762  0.074
H 4.1281 1.7707 -3.1452  0.067
H 5.5131 1.2439 -2.2949  0.094
H 3.2587 0.2324 -5.0245  0.126
H 2.8786 -0.8013 -3.6080  0.112
H 4.8700 -1.6649 -5.7511  0.122
H 3.1012 -2.1199 -5.6789  0.123
H 4.7822 -2.5315 -3.4412  0.077
H 5.7298 -3.7717 -5.3362  0.123
H 4.2691 -4.6320 -5.4405  0.121
H 5.6709 -5.9200 -3.9849  0.123
H 4.6012 -5.1747 -2.8616  0.101
H 6.9564 -5.3147 -1.3057  0.086
H 8.3443 -4.6739 -2.2854  0.087
H 7.4738 -6.0658 -2.8591  0.084
C -7.9621 -0.5733 -5.6673  -0.133
O -6.7983 -0.0909 -6.2622  -0.177
C -5.9612 0.5507 -5.3160  -0.234
C -4.6067 0.8909 -5.9378  -0.193
N -4.0350 -0.2250 -6.6666  -0.069
C -3.5677 -1.3819 -5.9015  -0.187
C -2.6118 -0.9579 -4.7833  -0.219
O -2.0126 -2.1094 -4.1898  -0.196
C -2.7102 -2.5660 -3.0604  -0.122
H -7.8241 -1.2071 -4.7870  0.075
H -8.5009 -1.1611 -6.4136  0.087
H -8.6831 0.2117 -5.4028  0.088
H -5.8085 -0.1359 -4.4699  0.096
H -6.4636 1.4090 -4.8514  0.114
H -3.9224 1.1749 -5.1425  0.092
H -4.7463 1.7147 -6.6380  0.118
H -4.5612 -0.5189 -7.4718  0.104
H -2.9432 -1.9672 -6.5776  0.121
H -4.4137 -1.9711 -5.5333  0.116
H -3.1766 -0.4355 -4.0012  0.106
H -1.7829 -0.3409 -5.1280  0.128
H -3.6979 -2.9927 -3.2606  0.084
H -2.7433 -1.8036 -2.2796  0.064
H -2.1590 -3.3983 -2.6118  0.084
C 2.1318 -0.5401 3.0212  -0.091
O 1.5679 -1.8005 2.7257  -0.236
C 0.9566 -2.4430 3.8475  -0.189
C 1.0547 -3.9496 3.6652  -0.199
N 0.0324 -4.4825 2.7760  -0.060
C 0.1458 -5.9202 2.6352  -0.214
C -0.4851 -6.4548 1.3556  -0.208
O -1.8906 -6.5655 1.5372  -0.201
C -2.6750 -5.5183 1.0109  -0.108
H 1.4504 0.1569 3.5215  0.076
H 2.3771 -0.0214 2.0903  0.068
H 3.0606 -0.7178 3.5700  0.101
H -0.0788 -2.0889 3.9151  0.127
H 1.4758 -2.1588 4.7702  0.106
H 0.9117 -4.4455 4.6249  0.123
H 2.0466 -4.0778 3.2089  0.120
H -0.1196 -3.9444 1.9323  0.072
H -0.3235 -6.3954 3.5002  0.122
H 1.2052 -6.2317 2.6107  0.113
H -0.1432 -7.4658 1.1314  0.121
H -0.2838 -5.8271 0.4809  0.101
H -2.2681 -4.5828 1.3997  0.076
H -3.7218 -5.6494 1.2760  0.082
H -2.6941 -5.5887 -0.0875  0.083
C -6.2347 -2.4679 -0.6354  -0.116
O -6.3159 -1.0685 -0.6259  -0.186
C -7.3395 -0.6262 -1.5095  -0.226
C -7.2462 0.8691 -1.6472  -0.216
N -5.9561 1.3017 -2.1650  -0.039
C -5.6950 2.7124 -1.8679  -0.213
C -4.2987 3.0661 -2.3429  -0.226
O -3.3487 2.4074 -1.5276  -0.201
C -2.2479 3.2274 -1.1717  -0.096
H -5.5174 -2.8221 -1.3859  0.078
H -7.1953 -2.9594 -0.8203  0.088
H -5.8915 -2.8557 0.3234  0.086
H -8.3153 -0.9221 -1.1139  0.127
H -7.1813 -1.1257 -2.4723  0.104
H -7.5223 1.2733 -0.6600  0.121
H -8.0205 1.2726 -2.3057  0.120
H -5.2251 0.8608 -1.6037  0.099
H -5.7445 2.9461 -0.7931  0.120
H -6.4193 3.3966 -2.3227  0.122
H -4.2311 4.1535 -2.1965  0.120
H -4.1789 2.8745 -3.4130  0.115
H -2.5293 4.1012 -0.5811  0.100
H -1.6832 3.5416 -2.0574  0.077
H -1.5932 2.5271 -0.6499  0.074
C -0.6697 6.4363 9.7492  -0.110
O -0.6289 5.1411 9.1816  -0.190
C 0.2746 4.9956 8.1030  -0.236
C -0.0564 3.6480 7.4823  -0.217
N 0.8818 3.2348 6.4472  -0.045
C 0.8553 4.1153 5.2649  -0.202
C 1.2682 3.4057 3.9659  -0.215
O 0.1578 2.7497 3.4092  -0.182
C 0.4080 2.2983 2.0984  -0.104
H -0.6063 6.3289 10.8327  0.082
H -1.6487 6.8763 9.5362  0.083
H 0.0970 7.1215 9.3868  0.083
H 1.2999 4.9650 8.4937  0.128
H 0.2359 5.8236 7.3844  0.115
H -1.1127 3.4880 7.2406  0.107
H 0.1655 2.9388 8.2919  0.117
H 0.6589 2.3102 6.0850  0.057
H 1.5155 4.9705 5.4456  0.110
H -0.1357 4.5754 5.1289  0.122
H 2.0359 2.6647 4.2195  0.128
H 1.7243 4.2062 3.3761  0.102
H -0.2821 1.4932 1.8454  0.080
H 1.4249 1.9194 1.9282  0.076
H 0.2918 3.0907 1.3501  0.080